{
  "formula": "C7H10N4O",
  "method": "ωB97M-V with the def2-TZVPD basis set",
  "lumo_energy_ev": -0.9,
  "e_homo_ev": -8.4,
  "homo_lumo_gap_ev": 7.50,
  "de_lowest_kcal_mol": 304.6,
  "total_charge": 0,
  "species": ["C", "C", "C", "C", "C", "C", "C", "H", "H", "H", "H", "H", "H", "H", "H", "H", "H", "N", "N", "N", "N", "O"],
  "coordinates": [[-2.388, 0.309, -2.645], [-2.423, -1.030, -1.723], [-0.765, -0.657, 0.137], [-0.347, -0.603, 1.571], [1.924, -0.055, 1.089], [1.335, -0.006, -0.304], [3.088, 0.860, 1.515], [-1.483, 0.967, -1.582], [-1.517, 0.051, -4.039], [-3.650, 0.708, -2.895], [-3.612, -1.290, -1.528], [-1.662, -1.832, -2.214], [-2.445, -1.737, 0.821], [-1.270, -0.431, 2.175], [2.116, 0.502, -0.892], [2.729, 1.057, 3.781], [4.174, 2.359, 2.643], [-1.982, -0.779, -0.334], [0.922, -0.338, 1.850], [0.157, -0.445, -0.796], [3.293, 1.441, 2.858], [3.804, 0.949, 0.514]]
}

{
  "formula": "ClO2PS",
  "method": "ωB97M-V with the def2-TZVPD basis set",
  "lumo_energy_ev": [-1.5, -1.4],
  "e_homo_ev": [-8.9, -8.9],
  "homo_lumo_gap_ev": [7.43, 7.46],
  "de_lowest_kcal_mol": 27.3,
  "total_charge": 0,
  "species": ["O", "O", "P", "S", "Cl"],
  "coordinates": [[-1.488, -1.404, 1.203], [-0.265, 0.650, -0.941], [1.097, 1.109, -1.168], [-1.557, 0.090, 1.395], [2.214, -0.446, -0.489]]
}

{
  "formula": "C6H11NO2",
  "method": "ωB97M-V with the def2-TZVPD basis set",
  "lumo_energy_ev": 0.9,
  "e_homo_ev": -8.6,
  "homo_lumo_gap_ev": 9.42,
  "de_lowest_kcal_mol": 61.7,
  "total_charge": 0,
  "species": ["C", "C", "C", "C", "C", "N", "C", "O", "O", "H", "H", "H", "H", "H", "H", "H", "H", "H", "H", "H"],
  "coordinates": [[-1.067, 0.800, -0.436], [-1.304, 1.637, 0.808], [2.306, -1.205, 0.684], [1.463, 0.940, -0.286], [1.250, -0.290, 0.126], [-0.269, -1.755, -1.062], [-0.142, -0.734, -0.114], [-2.262, 0.206, -0.939], [1.835, 2.002, -0.627], [-3.019, 0.351, -0.360], [-0.702, 1.410, -1.268], [-1.232, -2.013, -1.241], [0.230, -1.576, -1.925], [-0.689, -0.994, 0.794], [-0.409, 2.180, 1.103], [-2.103, 2.362, 0.636], [-1.614, 1.004, 1.643], [3.271, -0.703, 0.701], [2.056, -1.522, 1.698], [2.400, -2.099, 0.064]]
}

{
  "formula": "C2H4GdLiO",
  "method": "ωB97M-V with the def2-TZVPD basis set",
  "lumo_energy_ev": [-4.5, -4.3],
  "s_squared": 20.381,
  "e_homo_ev": [-10.6, -9.8],
  "homo_lumo_gap_ev": [6.13, 5.50],
  "de_lowest_kcal_mol": 0.0,
  "spin_multiplicity": 9,
  "total_charge": 1,
  "species": ["O", "Li", "C", "C", "H", "H", "H", "Gd", "H"],
  "coordinates": [[0.734, 0.401, 0.872], [2.641, -0.216, 0.598], [-0.101, -0.592, 0.505], [-0.806, -0.494, -0.754], [-0.643, -0.962, 1.388], [-0.104, -0.617, -1.594], [-1.560, -1.278, -0.893], [0.782, 2.803, 0.719], [-0.943, 0.955, -0.840]]
}

{
  "formula": "C25H31ClN4O7ReSiTe",
  "method": "ωB97M-V with the def2-TZVPD basis set",
  "lumo_energy_ev": [-2.0, -1.7],
  "s_squared": 0.805,
  "e_homo_ev": [-8.7, -8.6],
  "homo_lumo_gap_ev": [6.67, 6.88],
  "spin_multiplicity": 2,
  "total_charge": 0,
  "species": ["Re", "N", "C", "C", "O", "N", "C", "C", "O", "O", "H", "H", "H", "H", "H", "H", "C", "C", "C", "C", "C", "C", "N", "N", "Si", "C", "C", "C", "H", "H", "H", "H", "H", "H", "H", "H", "H", "H", "H", "H", "H", "H", "H", "Te", "C", "C", "C", "C", "C", "C", "C", "C", "C", "C", "C", "C", "H", "H", "H", "H", "H", "H", "H", "H", "H", "H", "O", "Cl", "O", "O", "O"],
  "coordinates": [[0.129, -1.087, 0.524], [-0.696, -2.952, -0.765], [-2.066, -3.176, -0.301], [-2.248, -2.827, 1.184], [-3.089, -3.389, 1.863], [-1.428, -1.843, 1.607], [-1.599, -1.345, 2.951], [-0.368, -0.495, 3.339], [-0.199, -0.104, 4.469], [0.437, -0.216, 2.360], [-0.668, -2.897, -1.791], [-0.109, -3.745, -0.511], [-2.405, -4.209, -0.447], [-2.731, -2.512, -0.871], [-1.754, -2.159, 3.666], [-2.486, -0.696, 3.004], [1.262, -4.578, 1.773], [2.151, -3.797, 0.859], [3.311, -4.329, 0.315], [4.123, -3.522, -0.484], [3.794, -2.206, -0.709], [2.612, -1.708, -0.138], [1.822, -2.534, 0.602], [2.048, -0.502, -0.205], [2.888, 0.997, -0.545], [4.771, 0.858, -0.206], [2.610, 1.533, -2.357], [2.171, 2.236, 0.716], [1.779, -4.747, 2.717], [1.003, -5.548, 1.355], [0.356, -4.017, 1.981], [3.572, -5.355, 0.508], [5.023, -3.933, -0.921], [4.388, -1.569, -1.341], [5.326, 0.592, -1.101], [5.004, 0.124, 0.561], [5.162, 1.813, 0.132], [3.335, 1.086, -3.032], [2.701, 2.610, -2.458], [1.621, 1.237, -2.692], [2.693, 2.172, 1.667], [1.125, 2.019, 0.910], [2.250, 3.264, 0.369], [-2.048, 0.404, -0.184], [-1.789, 1.964, -1.600], [-0.704, 2.822, -1.631], [-0.633, 3.787, -2.624], [-1.634, 3.886, -3.578], [-2.722, 3.029, -3.532], [-2.803, 2.069, -2.539], [-2.514, 1.821, 1.380], [-1.582, 2.396, 2.233], [-1.985, 3.321, 3.183], [-3.319, 3.674, 3.291], [-4.256, 3.095, 2.452], [-3.856, 2.173, 1.501], [0.085, 2.725, -0.901], [0.211, 4.460, -2.647], [-1.570, 4.627, -4.360], [-3.506, 3.101, -4.268], [-3.634, 1.379, -2.492], [-0.540, 2.115, 2.173], [-1.256, 3.763, 3.846], [-3.630, 4.389, 4.037], [-5.298, 3.365, 2.548], [-4.590, 1.717, 0.843], [-0.728, -0.072, -4.279], [-0.808, -0.916, -3.167], [-0.476, -2.261, -3.494], [-2.126, -0.914, -2.600], [0.092, -0.463, -2.143]]
}

{
  "formula": "C4H11N2O",
  "method": "ωB97M-V with the def2-TZVPD basis set",
  "lumo_energy_ev": -3.3,
  "e_homo_ev": -14.0,
  "homo_lumo_gap_ev": 10.69,
  "de_lowest_kcal_mol": 74.5,
  "total_charge": 1,
  "species": ["C", "C", "C", "C", "N", "N", "O", "H", "H", "H", "H", "H", "H", "H", "H", "H", "H", "H"],
  "coordinates": [[-0.935, 1.162, 0.128], [0.094, -0.330, -0.646], [-2.266, -0.374, -1.558], [1.432, 1.198, 0.946], [-1.163, 0.016, -0.760], [0.505, 0.686, 0.082], [2.153, -2.135, 1.030], [-1.018, 2.213, -0.157], [-1.319, 1.053, 1.163], [0.653, -1.106, -1.224], [-3.231, -0.101, -1.023], [-2.373, 0.252, -2.555], [-2.225, -1.419, -1.730], [1.887, 1.992, 0.441], [0.983, 1.696, 1.869], [2.104, 0.411, 1.269], [2.923, -2.698, 0.825], [1.796, -2.515, 1.899]]
}

{
  "formula": "C25H32N4O",
  "method": "ωB97M-V with the def2-TZVPD basis set",
  "lumo_energy_ev": 0.8,
  "e_homo_ev": -8.3,
  "homo_lumo_gap_ev": 9.07,
  "de_lowest_kcal_mol": 49.0,
  "total_charge": 0,
  "species": ["C", "C", "C", "C", "C", "C", "C", "H", "H", "C", "N", "C", "C", "N", "C", "H", "C", "C", "H", "H", "C", "O", "H", "H", "H", "H", "H", "C", "C", "C", "C", "C", "C", "C", "C", "H", "H", "H", "H", "N", "C", "C", "C", "N", "H", "H", "H", "H", "H", "H", "H", "H", "H", "H", "H", "H", "H", "H", "H", "H", "H", "H"],
  "coordinates": [[4.882, -4.225, 4.953], [4.366, -3.638, 3.674], [3.853, -4.449, 2.672], [3.392, -3.905, 1.485], [3.438, -2.535, 1.270], [3.955, -1.720, 2.272], [4.410, -2.265, 3.456], [4.807, -1.618, 4.226], [3.984, -0.653, 2.112], [2.929, -1.922, -0.005], [1.959, -0.876, 0.272], [1.574, -0.121, -0.902], [0.755, 1.092, -0.476], [-0.410, 0.661, 0.274], [0.024, -0.055, 1.455], [0.674, 0.569, 2.095], [0.798, -1.309, 1.035], [-0.151, -2.289, 0.310], [-0.934, -1.716, -0.186], [0.395, -2.854, -0.448], [-0.785, -3.294, 1.273], [0.092, -4.329, 1.648], [0.915, -3.942, 1.973], [-1.163, -2.771, 2.165], [-1.627, -3.796, 0.789], [1.188, -1.785, 1.944], [-0.855, -0.349, 2.034], [-1.290, 1.774, 0.581], [-2.016, 2.265, -0.645], [-2.263, 1.383, -1.688], [-2.932, 1.776, -2.830], [-3.379, 3.088, -2.938], [-3.149, 3.974, -1.891], [-2.477, 3.581, -0.745], [-2.267, 4.573, 0.360], [-2.755, 5.514, 0.122], [-2.675, 4.196, 1.297], [-1.205, 4.766, 0.509], [-3.511, 4.985, -1.996], [-4.060, 3.551, -4.068], [-4.451, 2.856, -5.165], [-5.084, 3.742, -6.000], [-5.028, 4.968, -5.317], [-4.413, 4.836, -4.163], [-5.409, 5.922, -5.622], [-5.523, 3.543, -6.956], [-4.268, 1.808, -5.283], [-3.098, 1.062, -3.620], [-1.912, 0.367, -1.594], [-2.034, 1.424, 1.306], [-0.733, 2.602, 1.053], [1.393, 1.756, 0.136], [0.425, 1.643, -1.358], [0.991, -0.724, -1.617], [2.483, 0.219, -1.406], [3.765, -1.444, -0.530], [2.535, -2.712, -0.667], [2.995, -4.557, 0.719], [3.807, -5.518, 2.820], [4.438, -5.199, 5.141], [4.668, -3.569, 5.794], [5.964, -4.352, 4.894]]
}

{
  "formula": "C4H10O",
  "method": "ωB97M-V with the def2-TZVPD basis set",
  "lumo_energy_ev": 0.7,
  "e_homo_ev": -8.6,
  "homo_lumo_gap_ev": 9.28,
  "de_lowest_kcal_mol": 74.8,
  "total_charge": 0,
  "species": ["C", "O", "H", "H", "H", "H", "C", "C", "C", "H", "H", "H", "H", "H", "H"],
  "coordinates": [[-2.752, 1.562, 0.164], [-1.524, 2.466, 0.267], [-3.518, 2.040, 0.831], [-3.307, 1.523, -0.848], [-2.606, 0.559, 0.507], [-0.962, 2.130, -0.420], [0.989, -0.936, -1.025], [2.162, -1.150, -0.091], [2.043, -1.560, 1.284], [1.318, -1.192, -2.017], [0.196, -1.494, -0.653], [0.794, 0.140, -0.981], [3.192, -0.853, -0.470], [2.630, -0.909, 1.930], [1.346, -2.324, 1.521]]
}

no.,energy (a.u.)
1,-566.54174
2,-1350.17706
3,-440.38892
4,-926.67317
5,-2812.75859
6,-343.44549
7,-1266.09008
8,-233.52570